ORCA calculation (ωB97M-V/def2-TZVPD) on C34H27Br3N3SiSn as an isolated structure.

The value obtained for the total energy is -263997.462 eV. The LUMO energy is -3.66 eV. The orbital gap is 0.23634 hartree. Its net charge is +1.

Each line ends with the Löwdin charge.
Geometry (Å):
Sn 13.776 11.289 8.726  1.04
Br 13.494 12.500 15.461  0.87
C 13.567 12.275 13.636  -0.71
C 14.450 13.008 12.886  -0.07
C 14.511 12.740 11.522  -0.09
N 13.654 11.883 10.943  -0.06
C 12.701 11.255 11.643  -0.21
C 12.674 11.413 13.020  -0.04
C 11.677 10.495 10.909  -0.22
C 10.587 9.903 11.557  -0.06
C 9.620 9.234 10.840  -0.70
Br 8.019 8.872 11.670  0.89
C 9.889 9.083 9.477  -0.06
C 10.992 9.635 8.877  -0.08
N 11.891 10.367 9.593  -0.09
H 15.150 13.755 13.306  0.13
H 15.133 13.342 10.908  0.10
H 11.910 10.896 13.617  0.12
H 10.422 10.014 12.662  0.13
H 9.187 8.470 8.920  0.12
H 11.148 9.549 7.800  0.13
C 19.758 11.163 10.160  -0.05
C 18.945 11.779 9.134  -0.27
C 19.422 12.246 7.918  -0.01
C 18.507 12.647 6.980  -0.08
C 17.156 12.652 7.343  -0.70
Br 15.836 13.014 5.947  0.72
N 16.744 12.518 8.551  -0.01
C 17.573 11.941 9.396  -0.10
H 20.150 10.213 9.724  0.11
H 19.116 10.955 11.007  0.08
H 20.620 11.786 10.384  0.10
H 20.453 12.124 7.643  0.13
H 18.743 13.034 5.991  0.11
H 17.103 11.582 10.274  0.10
C 14.365 17.282 7.602  -0.09
C 14.997 16.155 8.084  -0.07
C 14.319 14.898 8.313  -0.16
C 12.943 14.822 8.054  -0.34
C 12.268 16.012 7.655  -0.06
C 13.012 17.181 7.387  -0.08
Si 12.058 13.249 8.203  0.61
C 10.888 13.351 9.703  -0.28
C 11.249 14.168 10.758  -0.10
C 10.566 14.200 12.006  -0.06
C 9.432 13.410 12.179  -0.08
C 8.982 12.619 11.126  -0.10
C 9.667 12.687 9.923  -0.12
C 11.029 12.638 6.702  -0.29
C 11.641 11.795 5.813  -0.16
C 10.916 11.312 4.715  -0.06
C 9.496 11.436 4.745  -0.04
C 8.892 12.220 5.751  -0.06
C 9.647 12.835 6.742  -0.10
H 14.927 18.134 7.287  0.11
H 16.102 16.148 8.238  0.11
H 14.752 14.002 8.833  0.03
H 11.211 16.055 7.428  0.10
H 12.430 17.993 7.007  0.10
H 12.106 14.756 10.587  0.08
H 10.981 14.834 12.759  0.10
H 8.870 13.322 13.166  0.13
H 8.133 11.929 11.123  0.09
H 9.263 12.106 9.082  0.09
H 12.735 11.640 5.735  0.08
H 11.456 10.806 3.903  0.11
H 8.867 11.024 4.006  0.09
H 7.863 12.280 5.879  0.09
H 9.255 13.441 7.505  0.08

***

ORCA calculation (ωB97M-V/def2-TZVPD) on C34H27F3IrNO2 as an isolated structure.

The value obtained for the total energy is -52269.450 eV. As for the spin multiplicity: 5. The LUMO energy (spin up / spin down) is 0.59 / -2.58 eV. The orbital gap (spin up / spin down) is 0.21795 / 0.23462 hartree. Its net charge is 0.

Each line ends with the Löwdin spin population.
Geometry (Å):
Ir -0.614 -0.141 0.965  1.93
O -0.419 1.637 1.455  0.38
C 0.380 2.690 0.940  0.03
C 0.230 2.631 -0.579  0.03
C 0.821 1.426 -1.254  0.17
C 1.335 1.593 -2.505  0.03
C 1.752 0.504 -3.292  0.27
C 1.531 -0.768 -2.755  0.02
C 1.044 -0.943 -1.490  0.18
C 0.916 -2.329 -0.955  0.04
C -0.530 -2.715 -0.600  0.04
O -0.883 -1.933 0.522  0.35
C -1.424 -2.460 -1.818  0.01
C -2.243 -1.344 -1.928  0.00
C -3.013 -1.136 -3.067  0.00
C -2.975 -2.047 -4.110  0.00
C -2.169 -3.173 -4.001  0.00
C -1.404 -3.378 -2.865  0.00
C -0.662 -4.176 -0.171  0.00
C -1.938 -4.629 0.163  0.00
C -2.145 -5.939 0.555  0.00
C -1.074 -6.823 0.622  0.00
C 0.198 -6.379 0.300  0.00
C 0.405 -5.058 -0.087  0.00
N 0.708 0.151 -0.660  0.28
C -0.209 4.021 1.417  0.00
C 0.591 5.121 1.702  0.00
C 0.012 6.329 2.069  0.00
C -1.367 6.450 2.154  0.00
C -2.170 5.353 1.876  0.00
C -1.594 4.145 1.511  0.00
C 1.815 2.522 1.426  0.01
C 2.918 2.755 0.616  0.00
C 4.204 2.620 1.130  0.00
C 4.395 2.251 2.453  0.00
C 3.292 2.033 3.271  0.00
C 2.012 2.169 2.760  0.00
H 0.648 3.536 -1.016  0.00
H -0.851 2.649 -0.769  0.01
H 1.392 2.600 -2.901  0.00
H 2.214 0.645 -4.259  0.02
H 1.787 -1.650 -3.328  0.00
H 1.515 -2.451 -0.045  0.01
H 1.268 -3.023 -1.715  0.00
H -2.304 -0.631 -1.118  0.00
H -3.646 -0.258 -3.132  0.00
H -3.573 -1.888 -4.999  0.00
H -2.139 -3.897 -4.806  0.00
H -0.792 -4.270 -2.786  0.00
H -2.774 -3.940 0.108  0.00
H -3.144 -6.274 0.809  0.00
H -1.232 -7.852 0.920  0.00
H 1.041 -7.057 0.353  0.00
H 1.412 -4.739 -0.323  0.00
H 1.669 5.038 1.643  0.00
H 0.647 7.178 2.292  0.00
H -1.813 7.395 2.438  0.00
H -3.248 5.438 1.941  0.00
H -2.218 3.283 1.308  0.00
H 2.792 3.045 -0.419  0.00
H 5.057 2.799 0.486  0.00
H 5.398 2.142 2.846  0.00
H 3.433 1.755 4.309  0.00
H 1.150 2.006 3.397  0.00
F -1.072 -1.868 3.299  0.01
C -1.181 -0.598 2.924  0.09
F -2.520 -0.300 2.887  0.07
F -0.643 0.155 3.886  0.01

***

ORCA calculation (ωB97M-V/def2-TZVPD) on C34H27N7O11SV as an isolated structure.

The value obtained for the total energy is -105167.461 eV. As for the spin multiplicity: 4. The LUMO energy (spin up / spin down) is 3.71 / 3.71 eV. The orbital gap (spin up / spin down) is 0.14941 / 0.20098 hartree. Its net charge is -2.

Each line ends with the Löwdin spin population.
Geometry (Å):
V -0.464 -0.093 0.014  1.85
C -1.426 3.199 4.523  0.00
C -0.796 2.163 3.596  0.00
O -1.256 1.035 3.587  0.00
C 0.237 2.706 2.709  0.00
C 0.766 2.104 1.608  0.01
C 1.385 2.963 0.532  0.00
N 0.736 0.758 1.344  -0.01
N 1.199 -0.096 2.344  -0.01
C 0.734 -1.266 2.149  0.02
O -0.144 -1.483 1.137  -0.01
C 1.079 -2.378 3.039  0.00
C 2.194 -2.313 3.873  0.00
C 2.498 -3.366 4.722  0.00
C 1.693 -4.500 4.758  0.00
C 0.585 -4.572 3.921  0.00
C 0.280 -3.521 3.063  0.00
H -1.944 3.955 3.922  0.00
H -2.142 2.712 5.183  0.00
H -0.656 3.710 5.113  0.00
H 0.398 3.777 2.799  0.00
H 1.805 3.869 0.974  0.00
H 2.167 2.411 0.012  0.00
H 0.620 3.276 -0.191  0.00
H 2.814 -1.426 3.835  0.00
H 3.374 -3.305 5.360  0.00
H 1.929 -5.320 5.428  0.00
H -0.053 -5.450 3.941  0.00
H -0.581 -3.562 2.408  0.00
C 3.889 -4.107 -6.102  0.00
C 3.553 -3.311 -4.865  0.00
C 4.553 -2.831 -4.026  0.00
C 4.238 -2.141 -2.860  0.00
C 2.913 -1.924 -2.531  0.00
C 1.898 -2.385 -3.363  0.00
C 2.223 -3.068 -4.522  0.00
S 2.508 -1.231 -0.935  0.00
O 2.145 -2.381 -0.165  0.00
O 3.657 -0.471 -0.508  0.00
N 1.215 -0.311 -1.249  0.01
C 1.399 0.706 -2.202  0.00
C 2.558 1.105 -2.845  0.01
C 2.537 2.138 -3.810  0.00
C 1.391 2.780 -4.166  0.01
C 0.183 2.418 -3.523  0.00
C -1.060 3.037 -3.784  0.01
C -2.171 2.641 -3.113  0.00
C -2.060 1.627 -2.144  0.01
N -0.931 1.041 -1.861  0.00
C 0.197 1.410 -2.545  0.00
H 4.955 -4.051 -6.330  0.00
H 3.333 -3.745 -6.970  0.00
H 3.631 -5.162 -5.966  0.00
H 5.593 -3.014 -4.278  0.00
H 5.011 -1.771 -2.196  0.00
H 0.864 -2.214 -3.086  0.00
H 1.430 -3.437 -5.168  0.00
H 3.504 0.654 -2.588  0.00
H 3.477 2.438 -4.264  0.00
H 1.389 3.569 -4.909  0.00
H -1.108 3.837 -4.515  0.00
H -3.131 3.112 -3.279  0.00
H -2.932 1.288 -1.599  0.00
O -7.302 2.159 3.269  -0.01
N -6.723 1.094 3.202  0.00
O -7.157 0.074 3.700  0.00
C -5.445 1.038 2.468  0.03
C -4.911 2.217 1.967  0.21
C -3.683 2.180 1.251  0.05
C -3.018 0.932 1.059  -0.01
O -1.851 0.804 0.574  -0.01
C -3.707 -0.242 1.479  0.05
C -4.879 -0.190 2.255  0.16
N -3.235 -1.508 1.037  0.06
O -3.583 -2.508 1.655  0.07
O -2.580 -1.596 -0.024  0.06
N -3.155 3.393 0.790  0.12
O -3.791 4.445 1.055  0.10
O -2.116 3.413 0.093  0.15
H -5.401 3.158 2.122  0.02
H -5.347 -1.092 2.609  0.01

***

Number 1: strongest force on any atom 2.88 eV Å⁻¹. Number 2: strongest force on any atom 0.69 eV Å⁻¹. Number 3: strongest force on any atom 4.01 eV Å⁻¹.